ORCA calculation (the ωB97M-V functional and the def2-TZVPD basis) on a structure of composition C36H62BF10KN7O3SbSeSi3 at a distorted geometry.

The geometry in ORCA input format:
```
! wB97M-V def2-TZVPD RIJCOSX def2/J DEFGRID3
* xyz -2 1
H -3.00980 5.61699 -1.14115
C 2.15088 2.72799 1.56239
K 0.36237 0.21595 0.64572
H 0.67916 -0.66012 4.55405
H 3.25828 3.89706 4.46203
O 0.27577 -1.55128 -1.28014
H -0.55066 -1.05253 -1.47590
C -3.77276 1.03815 -2.59994
C -1.54894 1.73234 3.83100
H -4.94560 -0.64025 -3.39996
H 5.51483 3.51537 -0.69552
H 6.54651 -0.32896 -0.21599
H -3.09585 -2.80777 -1.13282
C 2.74372 -3.61348 -2.60023
C -3.44182 -3.83231 2.74082
Se -3.62802 -1.19912 1.53468
C 3.18005 -2.76550 3.03617
H 1.74964 -3.17356 -2.59023
H 0.09954 0.30278 -5.11730
Si 5.15826 1.22717 -1.56680
H 3.24579 1.12298 -6.41400
H -5.25804 1.84755 -3.84546
H -5.03452 2.79349 -2.38760
C -3.36205 3.05185 0.94484
H 2.75265 -4.41775 -1.86232
C -4.08962 -0.27790 -2.85539
C -4.02840 -2.56668 2.79039
H 1.79763 4.80717 1.10896
Si 2.43586 0.11292 -4.35434
H 6.13671 1.52802 -3.86985
N -1.52052 1.90439 1.38888
C -3.06140 -1.01920 -2.26355
C -3.71458 -4.83949 3.64986
F -3.11350 -6.03848 3.54234
C -4.61564 -4.62196 4.67794
C -2.88848 5.25494 -2.16464
Sb 2.95032 -0.07278 -1.81768
H -3.96328 3.32623 3.04067
H 0.87620 1.88956 -5.15085
C 3.68214 1.05232 -5.41166
C 3.70100 1.81294 3.19013
H 3.84773 2.06543 -5.04775
H -1.64323 2.49177 4.61071
H 5.27782 0.36359 0.78187
C 5.46588 -2.35843 -3.43419
H 1.46730 -2.16801 -4.63009
C 5.99229 0.58605 -0.00786
C 2.39067 -1.77554 2.18766
H 4.13946 -3.34392 0.14057
H -0.77836 1.50655 -0.87821
C -2.08882 2.22885 2.53461
F 3.84408 -3.74976 2.35428
H 3.21280 1.27480 4.00307
N -1.20119 3.34976 -1.87761
Si 4.08321 -2.36562 -2.13249
H 6.41593 -2.12855 -2.94814
C 0.77270 0.96961 -4.57227
F 4.12257 -2.12733 3.76964
H 2.79358 4.96454 3.13268
H 3.87282 1.11161 2.37946
H -4.71860 4.63791 0.46690
H -0.47949 6.11291 -3.45517
C 4.72526 3.04140 -1.28642
C 2.59788 3.99818 3.60292
F -2.56672 -4.14158 1.77014
H 3.77776 3.15512 -0.76313
O 2.23192 1.69264 0.91090
N 0.11251 3.15225 -2.18998
C 0.53763 4.20955 -2.85108
F -4.89151 -5.59385 5.57302
C -2.90702 -2.49983 -2.16342
H 4.65341 2.22671 3.52964
H 7.27180 1.91141 -2.57984
H -3.62247 -3.00749 -2.81112
C -5.22587 -3.38273 4.76632
C 1.95089 4.26134 -3.32980
H -2.11345 0.85148 4.14470
H -5.41355 3.01248 0.39801
C 1.25676 3.85984 1.12456
H 6.95231 0.22675 -3.01061
N -2.62877 1.07380 -1.87754
H -1.90224 -2.81603 -2.44357
H 5.51502 -3.86219 -0.85838
H -2.90752 6.11967 -2.82957
F -5.57628 -1.22725 4.01054
H 1.56823 3.99058 3.97079
C 2.21259 -1.57838 -5.15895
H 2.55993 4.94883 -2.73853
C 4.89299 -3.00775 -0.56814
H 5.55378 -3.35494 -3.87707
C -4.50833 2.21619 -3.14361
H -4.34593 3.57222 -0.87364
N -2.30059 2.42635 0.38598
H 6.70384 1.33243 0.35711
H 2.92453 -4.04672 -3.58598
H 0.03128 -2.24081 -0.65264
F 2.36752 -3.40413 3.91055
H 0.87759 3.62910 0.13232
H 2.39323 3.26992 -3.23784
H -0.50321 1.43845 3.75320
H -3.74962 4.64416 -2.40468
H 2.01224 4.57502 -4.37446
B -1.76874 2.11175 -1.06319
H 4.65128 3.57503 -2.23474
C -4.51644 3.60020 0.19016
N 2.86164 2.89697 2.70355
H 3.12436 -2.16476 -5.22529
H 1.63862 -0.59654 3.35138
H 4.64423 0.55161 -5.49202
F 1.66157 -2.63267 1.33502
F 3.40110 -1.27246 1.33896
F -6.10507 -3.14986 5.76267
N -2.17137 -0.20916 -1.72058
H 5.51325 -2.28400 -0.04892
H 0.40997 3.95476 1.80528
H 1.84359 -1.40088 -6.17475
C -3.25236 2.97210 2.31325
C -1.57872 4.56478 -2.34975
C -0.49486 5.14710 -2.97749
H 5.32629 -1.63783 -4.23643
H -3.84174 2.88014 -3.69650
C -4.93195 -2.39627 3.84166
H 0.29781 1.23027 -3.63067
O 1.27253 -0.03739 4.11901
C 6.49394 1.20894 -2.89894
*
```

Calculated values
energy relative to the best compared isomer or geometry (same formula, charge and spin) = 13.58 kcal per mole
DFT total energy = -7151.870673 a.u.

Results of the Löwdin charge analysis, in e, for atoms 1 through 99: atom 1 (H): 0.080, atom 2 (C): -0.504, atom 3 (K): 0.626, atom 4 (H): 0.030, atom 5 (H): 0.083, atom 6 (O): -0.235, atom 7 (H): -0.015, atom 8 (C): -0.281, atom 9 (C): -0.034, atom 10 (H): 0.097, atom 11 (H): 0.025, atom 12 (H): 0.013, atom 13 (H): 0.043, atom 14 (C): -0.227, atom 15 (C): -0.274, atom 16 (Se): 0.554, atom 17 (C): -0.580, atom 18 (H): -0.005, atom 19 (H): 0.026, atom 20 (Si): 0.292, atom 21 (H): 0.024, atom 22 (H): 0.075, atom 23 (H): 0.050, atom 24 (C): -0.290, atom 25 (H): 0.028, atom 26 (C): -0.005, atom 27 (C): -0.601, atom 28 (H): 0.081, atom 29 (Si): 0.306, atom 30 (H): -0.002, atom 31 (N): 0.026, atom 32 (C): -0.365, atom 33 (C): -0.161, atom 34 (F): 0.086, atom 35 (C): -0.162, atom 36 (C): -0.033, atom 37 (Sb): 0.983, atom 38 (H): 0.102, atom 39 (H): 0.023, atom 40 (C): -0.240, atom 41 (C): -0.028, atom 42 (H): 0.011, atom 43 (H): 0.070, atom 44 (H): 0.005, atom 45 (C): -0.238, atom 46 (H): 0.020, atom 47 (C): -0.222, atom 48 (C): -0.277, atom 49 (H): 0.006, atom 50 (H): 0.039, atom 51 (C): -0.388, atom 52 (F): 0.085, atom 53 (H): 0.078, atom 54 (N): 0.048, atom 55 (Si): 0.319, atom 56 (H): 0.012, atom 57 (C): -0.221, atom 58 (F): 0.106, atom 59 (H): 0.080, atom 60 (H): 0.064, atom 61 (H): 0.080, atom 62 (H): 0.093, atom 63 (C): -0.230, atom 64 (C): -0.058, atom 65 (F): 0.052, atom 66 (H): 0.006, atom 67 (O): -0.166, atom 68 (N): 0.087, atom 69 (C): -0.370, atom 70 (F): 0.075, atom 71 (C): -0.040, atom 72 (H): 0.087, atom 73 (H): 0.024, atom 74 (H): 0.068, atom 75 (C): -0.162, atom 76 (C): -0.044, atom 77 (H): 0.074, atom 78 (H): 0.092, atom 79 (C): 0.021, atom 80 (H): 0.007, atom 81 (N): 0.051, atom 82 (H): 0.065, atom 83 (H): 0.032, atom 84 (H): 0.075, atom 85 (F): 0.042, atom 86 (H): 0.092, atom 87 (C): -0.236, atom 88 (H): 0.068, atom 89 (C): -0.224, atom 90 (H): 0.022, atom 91 (C): -0.029, atom 92 (H): 0.010, atom 93 (N): 0.045, atom 94 (H): 0.026, atom 95 (H): 0.017, atom 96 (H): 0.039, atom 97 (F): 0.109, atom 98 (H): 0.069, atom 99 (H): 0.046